1.
Computed, not measured: a molecular structure, C18H13N2NaO2 in a non-equilibrium geometry, with the ωB97M-V functional and the def2-TZVPD basis.

Each line ends with the Mulliken charge.
Atoms and positions in Å:
H1 3.295 1.556 -0.314  0.354
Na1 1.208 -3.375 1.423  0.934
N1 -5.423 0.992 2.304  -0.601
C1 2.964 0.005 -1.896  -1.267
C2 -0.572 0.975 2.419  -0.236
C3 2.686 0.747 -0.720  -0.704
C4 -4.293 0.709 2.378  0.041
H2 0.809 0.809 0.527  0.735
O1 4.533 -0.297 1.752  -0.698
C5 0.710 -2.953 -2.750  -0.467
C6 -0.240 -2.744 -1.733  -0.563
H3 -0.883 -1.460 -0.084  0.415
C7 1.172 -0.816 2.610  -0.575
N2 3.411 -0.789 1.937  0.993
C8 -2.556 -0.984 2.752  -0.632
O2 3.158 -2.043 1.711  -0.770
H4 0.197 1.743 2.286  0.304
C9 1.466 0.266 -0.149  -0.467
H5 -3.345 -1.726 2.925  0.394
C10 -0.202 -0.384 2.607  1.120
C11 -0.113 -1.681 -0.834  -0.450
H6 -2.201 2.370 2.204  0.410
H7 -0.953 -2.402 2.960  0.210
H8 1.359 -1.814 3.059  0.784
H9 0.571 -3.791 -3.439  0.322
C12 -1.227 -1.354 2.782  -0.632
H10 3.814 0.117 -2.568  0.352
C13 -1.917 1.328 2.359  -0.801
C14 -2.911 0.350 2.496  0.431
C15 1.964 -1.024 -2.022  0.237
C16 1.000 -0.832 -0.951  0.462
H11 2.409 1.004 2.540  0.433
H12 -1.100 -3.410 -1.659  0.418
H13 2.517 -2.225 -3.720  0.352
C17 2.300 -0.074 2.373  -1.318
C18 1.798 -2.094 -2.912  -0.520

Calculated values
E_HOMO (alpha / beta): -2.6150 / -2.5760 eV
⟨S²⟩: 0.78
Total charge: -1
Multiplicity: 2

2.
Computed, not measured: 2 unconnected molecules or ions with the total composition C18H14BCl2F3O in a non-equilibrium geometry, with the ωB97M-V functional and the def2-TZVPD basis.

Each line ends with the Mulliken charge.
Atoms and positions in Å:
H1 -3.032 0.515 -1.115  0.545
H2 -1.424 0.352 -2.067  0.474
C1 -3.919 1.300 0.674  -0.946
H3 6.287 2.365 1.084  0.300
H4 0.023 -4.269 -3.207  0.417
C2 -0.419 -2.292 -3.949  0.471
C3 2.279 2.424 1.551  -0.440
C4 2.179 1.140 1.033  0.143
C5 -0.697 -2.963 -1.648  -0.379
Cl1 0.083 -2.649 -5.543  -0.181
C6 -1.204 -0.681 -2.325  -0.050
H5 -0.784 -1.973 0.794  0.509
F1 1.041 -0.957 1.398  -0.350
H6 6.135 0.614 1.333  0.271
Cl2 -5.096 2.211 2.924  -0.168
C7 -1.108 -1.646 -1.288  0.822
H7 -3.895 -0.240 3.723  0.408
C8 5.745 1.469 0.769  -1.165
H8 4.110 3.697 1.879  0.387
C9 3.666 2.769 1.548  -0.514
B1 0.889 0.196 0.634  0.653
H9 -0.651 -3.722 -0.867  0.406
C10 -1.288 -1.316 0.097  -1.050
H10 5.943 1.307 -0.298  0.271
C11 -3.132 0.403 -0.038  -0.147
C12 -3.640 -0.049 2.684  -0.707
C13 -0.894 -1.007 -3.642  -1.142
C14 4.333 1.680 1.024  0.335
F2 -0.158 1.040 1.011  -0.399
C15 -4.163 1.087 2.039  0.500
F3 1.071 0.061 -0.741  -0.381
H11 1.472 3.053 1.889  0.462
H12 -0.984 -0.262 -4.426  0.395
H13 -2.341 -1.754 2.488  0.395
C16 -2.405 -0.617 0.640  1.027
C17 -0.334 -3.277 -2.951  -0.778
O1 3.437 0.701 0.714  -0.397
C18 -2.780 -0.885 1.995  -0.404
H14 -4.346 2.173 0.184  0.407

Calculated values
E_HOMO: -6.3456 eV

What energy relative to the best compared isomer or geometry (same formula, charge and spin) values result from the calculations? In sequence: 0.0, 0.0 kJ/mol.